No. 1
{
  "formula": "C36H28O6P2S2Zr",
  "method": "ωB97M-V/def2-TZVPD",
  "elements": ["Zr", "O", "S", "O", "O", "C", "C", "C", "C", "C", "C", "P", "C", "C", "C", "C", "C", "C", "C", "C", "C", "C", "C", "C", "H", "H", "H", "H", "H", "H", "H", "H", "H", "H", "H", "H", "H", "H", "O", "S", "O", "O", "C", "C", "C", "C", "C", "C", "P", "C", "C", "C", "C", "C", "C", "C", "C", "C", "C", "C", "C", "H", "H", "H", "H", "H", "H", "H", "H", "H", "H", "H", "H", "H", "H"],
  "positions_angstrom": [[0.00, 0.00, 0.55], [3.98, 0.06, 0.34], [2.73, -0.59, 0.23], [1.78, -0.01, -0.78], [1.86, -0.51, 1.47], [2.93, -2.32, -0.05], [4.23, -2.80, -0.03], [4.47, -4.15, -0.20], [3.40, -5.02, -0.39], [2.10, -4.53, -0.41], [1.84, -3.17, -0.23], [0.14, -2.55, -0.38], [-0.70, -2.58, 1.23], [-0.03, -2.42, 2.45], [-0.76, -2.23, 3.62], [-2.14, -2.23, 3.59], [-2.82, -2.40, 2.39], [-2.11, -2.56, 1.21], [-0.76, -3.64, -1.48], [-1.40, -4.78, -0.98], [-2.03, -5.64, -1.85], [-2.04, -5.37, -3.21], [-1.41, -4.24, -3.71], [-0.78, -3.36, -2.84], [5.05, -2.10, 0.11], [5.48, -4.52, -0.19], [3.57, -6.08, -0.53], [1.27, -5.21, -0.59], [1.05, -2.48, 2.49], [-0.23, -2.12, 4.56], [-2.70, -2.10, 4.51], [-3.90, -2.40, 2.36], [-2.64, -2.66, 0.27], [-1.39, -4.98, 0.09], [-2.52, -6.53, -1.47], [-2.54, -6.05, -3.89], [-1.43, -4.03, -4.77], [-0.29, -2.47, -3.22], [-3.98, -0.06, 0.34], [-2.73, 0.59, 0.23], [-1.78, 0.01, -0.78], [-1.86, 0.51, 1.47], [-2.93, 2.32, -0.05], [-4.23, 2.79, -0.03], [-4.47, 4.15, -0.20], [-3.40, 5.02, -0.39], [-2.10, 4.53, -0.42], [-1.84, 3.17, -0.23], [-0.14, 2.55, -0.38], [0.70, 2.58, 1.23], [0.03, 2.42, 2.45], [0.76, 2.23, 3.62], [2.14, 2.23, 3.59], [2.82, 2.40, 2.39], [2.11, 2.56, 1.21], [0.76, 3.64, -1.48], [1.40, 4.78, -0.98], [2.03, 5.64, -1.85], [2.04, 5.37, -3.21], [1.41, 4.24, -3.71], [0.78, 3.36, -2.84], [-5.05, 2.10, 0.11], [-5.48, 4.52, -0.19], [-3.57, 6.07, -0.53], [-1.27, 5.21, -0.59], [-1.05, 2.48, 2.49], [0.23, 2.12, 4.56], [2.70, 2.10, 4.51], [3.90, 2.40, 2.36], [2.64, 2.66, 0.27], [1.39, 4.98, 0.09], [2.52, 6.53, -1.47], [2.54, 6.05, -3.89], [1.43, 4.03, -4.77], [0.29, 2.47, -3.22]],
  "orbital_gap_ev": 7.55,
  "e_above_lowest_kcal_mol": 0.00,
  "lumo_energy_ev": -6.58,
  "e_homo_ev": -14.131,
  "total_charge": 2
}

***

No. 2
{
  "formula": "C20H23CrN3O2",
  "method": "ωB97M-V/def2-TZVPD",
  "elements": ["Cr", "O", "C", "C", "C", "C", "C", "C", "C", "N", "C", "C", "N", "C", "C", "C", "C", "C", "C", "C", "O", "H", "H", "H", "H", "H", "H", "H", "H", "H", "H", "H", "H", "H", "H", "C", "C", "C", "C", "N", "H", "H", "H", "H", "H", "H", "H", "H", "H"],
  "positions_angstrom": [[0.12, 0.89, 0.15], [0.08, -0.28, 1.58], [0.34, -1.58, 0.97], [-0.33, -2.67, 1.66], [0.45, -3.65, 2.26], [1.84, -3.77, 2.11], [2.48, -2.86, 1.21], [1.76, -1.85, 0.67], [1.75, -1.00, -0.57], [2.00, 0.42, -0.41], [2.31, 1.10, -1.66], [2.02, 2.58, -1.46], [0.67, 2.67, -0.88], [0.53, 3.29, 0.22], [-0.72, 3.38, 1.00], [-0.77, 4.36, 2.00], [-1.92, 4.62, 2.69], [-3.06, 3.85, 2.41], [-3.05, 2.85, 1.48], [-1.86, 2.54, 0.75], [-1.80, 1.54, -0.06], [-1.40, -2.63, 1.82], [-0.05, -4.38, 2.89], [2.39, -4.57, 2.59], [3.51, -3.04, 0.90], [2.24, -1.42, -1.46], [1.73, 0.76, -2.53], [3.37, 0.98, -1.94], [2.01, 3.11, -2.42], [2.76, 3.06, -0.81], [1.40, 3.82, 0.64], [0.12, 4.95, 2.19], [-1.95, 5.40, 3.45], [-3.98, 4.04, 2.96], [-3.92, 2.23, 1.29], [-0.38, -1.17, -2.89], [-0.57, -1.87, -1.55], [-2.04, -1.82, -1.15], [-0.09, -3.31, -1.65], [0.19, -1.11, -0.54], [-0.93, -1.71, -3.67], [0.67, -1.14, -3.17], [-0.76, -0.14, -2.86], [-2.67, -2.24, -1.95], [-2.37, -0.79, -0.96], [-2.20, -2.41, -0.24], [-0.67, -3.83, -2.42], [-0.21, -3.83, -0.70], [0.96, -3.36, -1.93]],
  "orbital_gap_ev": [4.73, 4.96],
  "multiplicity": 4,
  "e_above_lowest_kcal_mol": 71.85,
  "lumo_energy_ev": [2.48, 2.65],
  "e_homo_ev": [-2.241, -2.310],
  "s2": 3.851,
  "total_charge": -1
}

***

No. 3
{
  "formula": "C27H38Ge2N4O3SV",
  "method": "ωB97M-V/def2-TZVPD",
  "elements": ["V", "C", "C", "Ge", "C", "C", "C", "C", "Ge", "C", "C", "C", "C", "C", "C", "C", "C", "C", "C", "H", "H", "H", "H", "H", "H", "H", "H", "H", "H", "H", "H", "H", "H", "H", "H", "H", "H", "H", "H", "H", "H", "H", "H", "H", "H", "N", "C", "C", "C", "C", "C", "C", "S", "O", "O", "N", "C", "N", "C", "C", "C", "N", "H", "H", "H", "H", "H", "H", "H", "H", "H", "C", "O", "H", "H", "H"],
  "positions_angstrom": [[-0.37, 0.14, -0.34], [-3.59, 1.99, 3.30], [-2.43, 1.18, 2.73], [-1.79, 1.78, 0.92], [-2.99, 2.67, -0.45], [-4.31, 3.16, 0.12], [-0.79, 3.44, 1.37], [0.26, 3.81, 0.62], [1.02, 2.25, -0.38], [2.44, 1.47, 0.83], [3.56, 2.37, 1.33], [1.62, 2.75, -2.25], [2.94, 3.50, -2.43], [0.83, 5.17, 0.62], [2.18, 5.38, 0.35], [2.73, 6.65, 0.38], [1.93, 7.75, 0.67], [0.58, 7.56, 0.91], [0.03, 6.29, 0.88], [-3.69, 1.81, 4.37], [-4.53, 1.70, 2.82], [-3.45, 3.06, 3.15], [-2.69, 0.13, 2.66], [-1.55, 1.27, 3.37], [-3.19, 1.94, -1.24], [-2.41, 3.49, -0.88], [-4.84, 2.34, 0.61], [-4.96, 3.56, -0.67], [-4.15, 3.95, 0.86], [-1.20, 4.15, 2.09], [2.85, 0.59, 0.33], [1.86, 1.09, 1.68], [4.18, 2.73, 0.51], [4.20, 1.83, 2.03], [3.16, 3.24, 1.85], [0.80, 3.34, -2.66], [1.65, 1.82, -2.81], [2.86, 4.53, -2.08], [3.22, 3.52, -3.49], [3.76, 3.02, -1.88], [2.81, 4.53, 0.12], [3.79, 6.79, 0.17], [2.36, 8.74, 0.70], [-0.06, 8.41, 1.12], [-1.03, 6.15, 1.04], [-4.15, -1.36, -5.94], [-3.89, -1.34, -4.58], [-2.86, -0.54, -4.07], [-2.62, -0.50, -2.71], [-3.39, -1.26, -1.84], [-4.43, -2.03, -2.34], [-4.67, -2.08, -3.69], [-3.21, -1.21, -0.07], [-3.72, -2.45, 0.45], [-3.87, -0.01, 0.36], [-1.63, -1.04, 0.36], [-0.81, -2.12, 0.12], [-1.14, -2.97, -0.87], [-0.38, -4.05, -1.01], [0.71, -4.30, -0.21], [1.03, -3.32, 0.71], [0.29, -2.22, 0.88], [-3.43, -1.01, -6.55], [-4.67, -2.14, -6.30], [-2.25, 0.04, -4.75], [-1.83, 0.14, -2.34], [-5.03, -2.60, -1.64], [-5.47, -2.70, -4.08], [-0.68, -4.72, -1.81], [1.30, -5.20, -0.31], [1.89, -3.40, 1.36], [1.93, -0.71, -2.13], [0.84, -0.23, -1.40], [2.25, -1.68, -1.74], [2.77, -0.02, -2.08], [1.65, -0.84, -3.18]],
  "orbital_gap_ev": [7.64, 6.82],
  "multiplicity": 4,
  "e_above_lowest_kcal_mol": 58.48,
  "lumo_energy_ev": [0.09, -1.20],
  "e_homo_ev": [-7.544, -8.022],
  "s2": 3.765
}

***

No. 4
{
  "formula": "C8H20O4",
  "method": "ωB97M-V/def2-TZVPD",
  "elements": ["C", "C", "C", "C", "C", "C", "C", "C", "H", "H", "H", "H", "H", "H", "H", "H", "H", "H", "H", "H", "O", "H", "H", "O", "H", "H", "O", "H", "H", "O", "H", "H"],
  "positions_angstrom": [[2.72, 0.98, 3.63], [2.67, -0.05, 2.79], [2.53, 0.09, 1.34], [2.30, -0.93, 0.53], [2.08, -0.79, -0.96], [0.60, -0.57, -1.23], [-0.24, -1.60, -1.36], [0.14, 0.85, -1.32], [2.68, 2.02, 3.32], [2.83, 0.83, 4.69], [2.76, -1.06, 3.20], [2.58, 1.11, 0.97], [2.25, -1.94, 0.91], [2.41, -1.68, -1.47], [2.65, 0.06, -1.34], [0.10, -2.63, -1.33], [-1.31, -1.47, -1.52], [-0.91, 0.95, -1.10], [0.69, 1.51, -0.64], [0.28, 1.22, -2.33], [-3.76, 0.37, -1.79], [-3.57, 0.61, -0.85], [-4.48, 0.95, -2.08], [-3.19, 1.13, 0.83], [-3.95, 1.03, 1.42], [-2.51, 0.48, 1.16], [-1.31, -0.67, 1.83], [-0.94, -1.13, 1.06], [-0.55, -0.24, 2.22], [-1.76, 0.49, -3.77], [-2.44, 0.45, -3.06], [-1.35, -0.37, -3.75]],
  "orbital_gap_ev": 9.63,
  "e_above_lowest_kcal_mol": 0.00,
  "lumo_energy_ev": 0.61,
  "smiles": "C=C/C=C/CC(=C)C.O.O.O.O",
  "e_homo_ev": -9.019
}

***

No. 5
{
  "formula": "C5H8N2",
  "method": "ωB97M-V/def2-TZVPD",
  "elements": ["N", "C", "C", "N", "C", "C", "C", "H", "H", "H", "H", "H", "H", "H", "H"],
  "positions_angstrom": [[-2.13, -1.12, -1.96], [-1.57, -0.74, -1.03], [-0.88, -0.22, 0.19], [-1.69, 0.69, 0.97], [0.44, 0.42, -0.21], [1.58, -0.45, -0.65], [1.63, 0.25, 0.68], [-0.66, -1.10, 0.81], [-2.56, 0.25, 1.25], [-1.93, 1.50, 0.41], [0.32, 1.38, -0.71], [1.42, -1.52, -0.67], [2.21, -0.08, -1.45], [2.31, 1.09, 0.80], [1.50, -0.36, 1.58]],
  "orbital_gap_ev": 11.30,
  "e_above_lowest_kcal_mol": 28.88,
  "lumo_energy_ev": 0.94,
  "smiles": "N#C[C@H](N)C1CC1",
  "e_homo_ev": -10.360
}

***

No. 6
{
  "formula": "C29H39Si",
  "method": "ωB97M-V/def2-TZVPD",
  "elements": ["C", "C", "C", "C", "C", "C", "C", "C", "C", "C", "C", "C", "C", "C", "C", "C", "C", "C", "C", "C", "C", "C", "H", "H", "H", "H", "H", "H", "H", "H", "H", "H", "H", "H", "H", "H", "H", "H", "H", "H", "H", "H", "H", "H", "H", "H", "H", "H", "H", "H", "H", "C", "Si", "H", "C", "C", "C", "C", "C", "C", "H", "H", "H", "H", "H", "H", "H", "H", "H"],
  "positions_angstrom": [[2.62, -0.30, 3.68], [1.31, 0.14, 3.11], [0.73, -0.59, 2.07], [-0.55, -0.32, 1.61], [-1.12, -1.30, 0.61], [-1.21, 0.85, 2.05], [-2.52, 1.27, 1.40], [-3.70, 0.36, 1.80], [-2.38, 1.41, -0.15], [-1.14, 2.01, -0.67], [-0.99, 2.62, -1.93], [-0.08, 3.74, -2.08], [0.49, 4.44, -0.88], [0.22, 4.22, -3.34], [-0.37, 3.70, -4.50], [0.03, 4.22, -5.85], [-1.33, 2.70, -4.35], [-1.69, 2.19, -3.11], [-2.78, 1.16, -3.10], [-0.63, 1.62, 3.07], [-1.28, 2.88, 3.60], [0.61, 1.26, 3.59], [2.95, 0.37, 4.48], [2.55, -1.32, 4.09], [3.40, -0.32, 2.90], [1.29, -1.42, 1.62], [-2.22, -1.30, 0.55], [-0.71, -1.13, -0.40], [-0.83, -2.32, 0.90], [-2.80, 2.27, 1.76], [-3.75, 0.32, 2.90], [-4.65, 0.77, 1.42], [-3.59, -0.67, 1.44], [-2.43, 0.40, -0.59], [-3.26, 1.96, -0.51], [-0.29, 2.02, 0.02], [1.15, 5.24, -1.24], [-0.30, 4.91, -0.28], [1.06, 3.77, -0.23], [0.91, 5.06, -3.44], [-0.51, 3.67, -6.64], [-0.18, 5.29, -5.95], [1.11, 4.08, -6.03], [-1.83, 2.32, -5.25], [-3.22, 1.11, -4.10], [-2.40, 0.16, -2.85], [-3.60, 1.41, -2.41], [-0.66, 3.28, 4.41], [-1.38, 3.67, 2.84], [-2.28, 2.68, 4.02], [1.05, 1.86, 4.39], [1.62, -4.68, -2.48], [2.24, -3.49, -1.16], [1.35, -2.27, -0.98], [2.40, -4.44, 0.42], [3.55, -5.21, 0.68], [3.66, -5.95, 1.86], [2.65, -5.88, 2.82], [1.50, -5.11, 2.58], [1.36, -4.44, 1.36], [1.65, -4.22, -3.47], [2.23, -5.59, -2.49], [0.58, -4.97, -2.25], [3.59, -3.01, -1.56], [4.37, -5.24, -0.06], [4.54, -6.57, 2.03], [2.76, -6.41, 3.77], [0.72, -5.04, 3.33], [0.42, -3.92, 1.15]],
  "orbital_gap_ev": 5.64,
  "e_above_lowest_kcal_mol": 0.00,
  "lumo_energy_ev": -5.39,
  "e_homo_ev": -11.030,
  "total_charge": 1
}